Record 1
DFT (the ωB97M-V functional and the def2-TZVPD basis) results for an isolated ion of composition C7H16N2 and charge +2.

As for the net charge: +2. The value obtained for the HOMO-LUMO gap is 11.2970 eV. The spin multiplicity is 1. The calculation puts the energy above the lowest of the compared OMol25 structures with the same formula, charge and spin at 0.0 kcal per mole. The lowest unoccupied orbital energy is -0.30384 hartree. The value obtained for the total energy is -385.1277 hartree. The SMILES is C[N+](C)=C1CC[N@H+](C)C1. As for the HOMO energy: -19.5648 eV.

Last column: Mulliken charge in e.
Positions of all 25 atoms, in Å:
C: 2.284 -1.457 0.515  -0.935
N: 1.788 -0.156 0.174  0.099
C: 2.708 0.947 -0.020  -0.947
C: 0.600 0.171 -0.073  0.899
C: -0.036 1.477 -0.187  -0.987
C: -1.532 1.216 -0.117  -0.920
N: -1.824 -0.139 -0.598  -0.038
C: -3.043 -0.677 -0.003  -0.756
C: -0.553 -0.782 -0.065  -0.966
H: 3.232 -1.436 0.941  0.436
H: 2.377 -2.148 -0.384  0.349
H: 1.496 -1.876 1.129  0.403
H: 2.939 1.505 0.969  0.358
H: 2.221 1.673 -0.768  0.365
H: 3.729 0.620 -0.399  0.410
H: 0.370 2.122 0.570  0.542
H: 0.246 2.041 -1.223  0.512
H: -1.981 1.246 0.913  0.374
H: -2.132 1.962 -0.736  0.413
H: -1.761 -0.032 -1.694  0.477
H: -3.010 -0.439 1.157  0.338
H: -4.050 -0.268 -0.414  0.345
H: -3.169 -1.820 -0.166  0.327
H: -0.461 -1.734 -0.690  0.482
H: -0.690 -0.989 1.040  0.420

---

Record 2
DFT (the ωB97M-V functional and the def2-TZVPD basis) results for C2H5NOS in the gas phase.

The value obtained for the HOMO-LUMO gap is 10.5300 eV. The spin multiplicity is 1. The calculation puts the energy above the lowest of the compared OMol25 structures with the same formula, charge and spin at 16.8 kcal per mole. The lowest unoccupied orbital energy is 0.02565 hartree. The value obtained for the total energy is -607.3800 hartree. The SMILES is CC(=O)NS. As for the HOMO energy: -9.8321 eV.

Last column: Mulliken charge in e.
Positions of all 10 atoms, in Å:
C: 1.123 1.331 -0.034  -0.951
C: 1.002 -0.131 -0.009  0.687
O: 1.957 -0.881 0.114  -0.602
N: -0.258 -0.631 -0.159  -0.295
S: -1.749 0.049 -0.031  -0.166
H: 1.171 1.705 1.024  0.236
H: 0.291 1.763 -0.506  0.390
H: 2.022 1.603 -0.606  0.272
H: -0.152 -1.676 -0.246  0.298
H: -1.950 0.077 1.285  0.132

---

Record 3
DFT (the ωB97M-V functional and the def2-TZVPD basis) results for a 5-piece molecular cluster, C8H27N5O6 overall.

The value obtained for the HOMO-LUMO gap is 9.1428 eV. The spin multiplicity is 1. The calculation puts the energy above the lowest of the compared OMol25 structures with the same formula, charge and spin at 0.0 kcal per mole. The lowest unoccupied orbital energy is 0.00574 hartree. The value obtained for the total energy is -1046.2796 hartree. The SMILES is COCCNCCOC.NC(N)=O.NC(N)=O.O.O. As for the HOMO energy: -8.9866 eV.

Last column: Mulliken charge in e.
Positions of all 46 atoms, in Å:
C: -0.957 -4.471 -1.941  -0.756
O: -1.272 -3.323 -1.191  -0.330
C: -0.504 -3.227 -0.008  -0.586
C: -0.813 -1.893 0.634  -0.930
N: -0.444 -0.717 -0.184  -0.132
C: 0.910 -0.708 -0.731  -0.762
C: 2.022 -0.850 0.297  -0.573
O: 1.951 0.054 1.370  -0.224
C: 2.347 1.366 1.032  -0.582
H: -1.643 -4.538 -2.780  0.255
H: -0.948 -5.377 -1.330  0.303
H: 0.049 -4.372 -2.386  0.306
H: 0.559 -3.326 -0.256  0.313
H: -0.768 -4.040 0.681  0.492
H: -0.222 -1.789 1.550  0.364
H: -1.869 -1.819 0.878  0.534
H: -1.105 -0.672 -0.949  0.135
H: 1.045 0.206 -1.309  0.571
H: 1.007 -1.543 -1.440  0.301
H: 2.987 -0.844 -0.224  0.362
H: 1.954 -1.838 0.765  0.283
H: 2.099 2.004 1.878  0.260
H: 1.806 1.744 0.158  0.110
H: 3.423 1.423 0.837  0.355
N: -0.952 0.894 -5.068  -0.399
C: -0.640 1.770 -4.060  0.556
N: -0.912 1.305 -2.799  -0.168
O: -0.165 2.869 -4.277  -0.641
H: -1.181 -0.063 -4.865  0.172
H: -0.614 1.094 -5.991  0.246
H: -0.765 1.840 -1.960  0.092
H: -1.509 0.497 -2.759  0.179
N: -0.874 2.462 4.801  -0.333
C: 0.044 1.470 5.054  0.467
N: 0.603 0.950 3.918  -0.106
O: 0.327 1.098 6.181  -0.683
H: -1.405 2.840 5.559  0.204
H: -1.090 2.622 3.832  0.177
H: 0.174 1.084 3.008  0.201
H: 1.317 0.263 4.067  0.141
O: -0.753 1.612 1.478  -0.729
H: -0.815 0.721 1.082  0.377
H: -0.791 2.184 0.698  0.276
O: -0.598 3.383 -0.837  -0.673
H: -1.260 3.953 -1.242  0.281
H: 0.245 3.706 -1.170  0.296

---

Record 4
DFT (the ωB97M-V functional and the def2-TZVPD basis) results for a 7-piece molecular cluster, C12H36BrO6 overall.

As for the net charge: -1. The value obtained for the HOMO-LUMO gap is 9.3797 eV. The spin multiplicity is 1. The calculation puts the energy above the lowest of the compared OMol25 structures with the same formula, charge and spin at 0.0 kcal per mole. The lowest unoccupied orbital energy is 0.11089 hartree. The value obtained for the total energy is -3504.3357 hartree. As for the HOMO energy: -6.3622 eV.

Last column: Mulliken charge in e.
Positions of all 55 atoms, in Å:
Br: -0.659 0.236 -0.242  -0.754
C: 1.860 -2.529 1.945  -1.020
C: 2.657 -2.376 0.643  0.854
C: 3.686 -3.467 0.449  -1.421
O: 1.726 -2.400 -0.446  -0.538
H: 2.471 -2.323 2.835  0.393
H: 1.418 -3.524 2.033  0.262
H: 1.026 -1.827 2.030  0.053
H: 3.162 -1.397 0.660  0.161
H: 4.569 -3.205 1.036  0.375
H: 4.029 -3.433 -0.589  0.364
H: 3.307 -4.465 0.659  0.320
H: 1.134 -1.645 -0.288  0.079
C: -2.747 1.281 3.735  -1.180
C: -1.492 2.106 3.468  0.567
C: -0.226 1.386 3.872  -0.957
O: -1.418 2.545 2.122  -0.451
H: -3.601 1.709 3.204  0.318
H: -2.994 1.245 4.798  0.396
H: -2.677 0.256 3.354  0.147
H: -1.643 3.039 4.029  0.244
H: -0.112 0.451 3.315  0.026
H: -0.226 1.084 4.923  0.413
H: 0.632 2.021 3.649  0.299
H: -1.126 1.783 1.583  0.126
C: 3.414 -0.363 -3.028  -1.267
C: 2.511 0.806 -2.611  0.880
C: 2.919 2.104 -3.290  -1.497
O: 1.177 0.525 -3.051  -0.507
H: 4.451 -0.209 -2.717  0.361
H: 3.396 -0.499 -4.109  0.365
H: 3.036 -1.252 -2.522  0.202
H: 2.512 0.905 -1.522  0.267
H: 3.997 2.270 -3.147  0.411
H: 2.419 3.010 -2.949  0.264
H: 2.769 2.033 -4.369  0.326
H: 0.641 0.341 -2.258  0.109
C: -4.948 0.148 -0.473  -0.596
O: -3.988 1.176 -0.650  -0.392
H: -5.382 0.090 0.531  0.237
H: -5.736 0.278 -1.217  0.240
H: -4.516 -0.838 -0.684  0.229
H: -3.159 0.784 -0.331  0.299
C: -2.173 -3.256 0.614  -0.333
O: -2.349 -2.611 -0.602  -0.442
H: -2.520 -2.683 1.489  0.175
H: -2.694 -4.211 0.705  0.314
H: -1.116 -3.462 0.832  0.034
H: -1.855 -1.770 -0.610  0.232
C: -0.801 3.596 -3.017  -0.581
O: -1.774 2.991 -2.201  -0.412
H: -0.002 4.096 -2.456  0.211
H: -0.309 2.901 -3.703  0.231
H: -1.310 4.356 -3.612  0.276
H: -1.366 2.196 -1.819  0.288

---

Record 5
DFT (the ωB97M-V functional and the def2-TZVPD basis) results for an isolated ion of composition C3H3N2 and charge +1.

As for the net charge: +1. The value obtained for the HOMO-LUMO gap (spin up / spin down) is 7.1781 / 7.1791 eV. The spin multiplicity is 1. The calculation puts the energy above the lowest of the compared OMol25 structures with the same formula, charge and spin at 46.4 kcal per mole. The lowest unoccupied orbital energy (spin up / spin down) is -0.35684 / -0.35681 hartree. The value obtained for the total energy is -225.1839 hartree. The SMILES is C1=NC=[N+]=C1. As for the HOMO energy (spin up / spin down): -16.8882 / -16.8883 eV.

Last column: Mulliken charge in e.
Positions of all 8 atoms, in Å:
C: -0.068 0.850 0.367  -0.103
N: -0.566 0.041 1.220  -0.323
C: -0.678 -1.272 0.490  0.153
N: -0.084 -1.171 -0.668  -0.264
C: 0.463 0.052 -0.795  0.196
H: -0.021 1.861 0.440  0.454
H: -1.222 -2.037 0.864  0.431
H: 1.066 0.234 -1.597  0.456

---

Record 6
DFT (the ωB97M-V functional and the def2-TZVPD basis) results for C46H69CoN2O2P2Si as an isolated structure.

The value obtained for the HOMO-LUMO gap (spin up / spin down) is 5.4610 / 6.7164 eV. The spin multiplicity is 3. The calculation puts the energy above the lowest of the compared OMol25 structures with the same formula, charge and spin at 9.7 kcal per mole. The lowest unoccupied orbital energy (spin up / spin down) is 0.01608 / 0.01867 hartree. The value obtained for the total energy is -4409.1631 hartree. As for the HOMO energy (spin up / spin down): -5.0235 / -6.2084 eV.

Last column: Löwdin spin population.
Positions of all 123 atoms, in Å:
Co: -0.092 0.199 -0.712  1.864
C: -1.099 0.934 3.132  0.011
Si: -0.044 0.307 1.636  -0.004
C: 0.199 -1.562 2.079  -0.007
C: 0.815 -1.935 3.273  -0.001
C: 1.108 -3.257 3.572  -0.001
C: 0.743 -4.254 2.678  -0.001
C: 0.102 -3.912 1.497  -0.001
C: -0.141 -2.578 1.172  -0.005
P: -0.942 -2.035 -0.390  0.009
C: -2.732 -2.281 0.028  0.007
C: -3.258 -1.075 0.821  0.004
C: -4.672 -1.334 1.384  0.000
C: -5.385 -2.446 0.621  0.000
C: -4.619 -3.768 0.765  0.001
C: -3.099 -3.543 0.809  0.002
C: -0.512 -3.186 -1.821  0.003
C: -1.419 -2.798 -3.015  0.001
C: -2.648 -3.686 -3.229  0.000
C: -2.271 -5.159 -3.305  0.000
C: -1.547 -5.566 -2.029  0.000
C: -0.302 -4.711 -1.821  0.001
C: 1.677 1.068 2.079  0.002
C: 1.957 1.627 3.328  0.002
C: 3.111 2.354 3.575  0.000
C: 4.036 2.532 2.558  0.003
C: 3.802 1.962 1.316  0.000
C: 2.638 1.234 1.059  0.003
P: 2.276 0.364 -0.531  0.003
C: 3.524 -1.024 -0.534  0.002
C: 3.196 -2.031 0.567  0.000
C: 3.917 -3.366 0.328  0.000
C: 5.265 -3.174 -0.380  0.000
C: 5.873 -1.843 0.045  0.000
C: 5.022 -0.672 -0.476  0.001
C: 2.802 1.446 -1.968  0.003
C: 3.146 0.566 -3.177  0.001
C: 3.201 1.375 -4.493  0.000
C: 3.104 2.880 -4.255  0.000
C: 4.083 3.300 -3.163  0.000
C: 3.862 2.539 -1.829  0.001
H: -0.867 0.433 4.077  0.002
H: -2.169 0.795 2.949  0.000
H: -0.945 2.005 3.303  0.000
H: 1.096 -1.161 3.982  0.000
H: 1.607 -3.511 4.500  0.000
H: 0.947 -5.295 2.899  0.000
H: -0.212 -4.707 0.838  0.000
H: -3.241 -2.298 -0.937  0.000
H: -3.233 -0.180 0.195  0.004
H: -2.572 -0.886 1.649  0.001
H: -5.259 -0.413 1.355  0.000
H: -4.605 -1.618 2.439  0.000
H: -5.457 -2.165 -0.434  0.000
H: -6.412 -2.566 0.973  0.000
H: -4.877 -4.435 -0.064  0.000
H: -4.934 -4.276 1.680  0.000
H: -2.571 -4.424 0.447  0.000
H: -2.763 -3.405 1.841  0.000
H: 0.474 -2.759 -2.033  0.000
H: -0.814 -2.863 -3.927  0.000
H: -1.726 -1.753 -2.923  0.001
H: -3.155 -3.368 -4.144  0.000
H: -3.372 -3.558 -2.421  0.000
H: -1.611 -5.326 -4.164  0.000
H: -3.159 -5.776 -3.463  0.000
H: -1.252 -6.618 -2.076  0.000
H: -2.234 -5.475 -1.184  0.000
H: 0.366 -4.921 -2.668  0.000
H: 0.251 -5.037 -0.944  0.000
H: 1.241 1.505 4.134  0.000
H: 3.287 2.782 4.556  0.000
H: 4.941 3.103 2.729  0.000
H: 4.547 2.102 0.547  0.000
H: 3.315 -1.517 -1.493  0.000
H: 2.125 -2.199 0.620  -0.001
H: 3.480 -1.603 1.534  0.000
H: 3.274 -4.028 -0.261  0.000
H: 4.069 -3.864 1.289  0.000
H: 5.128 -3.170 -1.467  0.000
H: 5.935 -4.007 -0.160  0.000
H: 6.900 -1.740 -0.310  0.000
H: 5.918 -1.810 1.138  0.000
H: 5.371 -0.390 -1.473  0.000
H: 5.186 0.190 0.169  0.000
H: 1.846 1.928 -2.197  0.001
H: 2.408 -0.228 -3.257  0.000
H: 4.112 0.088 -3.003  0.000
H: 2.409 1.053 -5.176  0.000
H: 4.148 1.172 -5.003  0.000
H: 2.083 3.146 -3.970  0.000
H: 3.309 3.422 -5.181  0.000
H: 4.020 4.378 -2.992  0.000
H: 5.097 3.115 -3.529  0.000
H: 3.567 3.238 -1.046  0.000
H: 4.807 2.093 -1.510  0.000
O: -0.803 2.343 -1.346  0.021
N: -0.248 3.248 -0.595  0.014
C: -0.577 3.332 0.711  0.012
C: 0.079 4.211 1.544  0.002
C: 1.058 5.047 1.034  0.005
C: 1.333 4.992 -0.325  0.004
C: 0.669 4.086 -1.118  0.002
H: -1.352 2.644 1.007  0.005
H: -0.183 4.216 2.592  0.000
H: 1.587 5.736 1.677  0.000
H: 2.071 5.637 -0.781  0.000
H: 0.826 3.960 -2.177  0.000
C: 0.961 -1.369 -5.280  0.000
N: -0.021 -0.300 -5.261  0.000
C: -0.662 -0.001 -6.529  0.000
C: -0.427 0.247 -4.085  0.001
C: -1.565 1.233 -4.140  0.000
O: 0.110 -0.060 -3.023  0.016
H: 1.840 -1.071 -5.857  0.000
H: 0.535 -2.266 -5.737  0.000
H: 1.256 -1.598 -4.262  0.000
H: 0.024 -0.265 -7.333  0.000
H: -0.887 1.058 -6.619  0.000
H: -1.585 -0.573 -6.667  0.000
H: -2.446 0.784 -4.601  0.000
H: -1.294 2.109 -4.733  0.000
H: -1.782 1.558 -3.128  0.000